[1]
Below is a structure of composition C26H42KO21 in a non-equilibrium geometry, with properties calculated with wB97M-V/def2-TZVPD.

Element x y z (Å)
K 0.1907 0.2638 0.7507
C -2.2481 -2.6957 4.0353
C -1.9966 -2.4313 2.5088
C -3.2792 -2.3315 1.6441
O -3.6430 -0.9523 1.9105
C -2.6054 -0.2542 2.4672
O -2.5247 0.9517 2.6176
O -1.6076 -1.0756 2.5649
H -2.5823 -3.7289 4.3204
H -2.9923 -2.0751 4.3863
H -1.3561 -2.5738 4.6888
H -1.2672 -3.0484 2.0846
H -4.0067 -3.0006 1.8607
H -3.2421 -2.3941 0.5508
C 5.2537 -1.9706 1.6483
C 3.9770 -1.3060 2.0804
C 2.9924 -1.2259 0.9803
O 1.9718 -2.1852 1.2218
C 2.1011 -2.6104 2.3853
O 1.3227 -3.3728 2.8903
O 3.2107 -2.2025 2.9606
H 5.7409 -1.3100 0.8986
H 5.1920 -2.9994 1.3207
H 5.9744 -2.1200 2.4902
H 4.0817 -0.2980 2.4795
H 3.4431 -1.6087 0.1428
H 2.8712 -0.1800 0.6244
C 3.8913 -0.9514 -5.1673
C 2.5290 -1.4553 -4.8345
C 2.7232 -2.5614 -3.7515
O 2.6558 -1.7851 -2.5521
C 2.1370 -0.5417 -2.7848
O 1.6069 0.0740 -1.8297
O 1.8937 -0.4010 -4.0776
H 4.4384 -0.5147 -4.3407
H 3.9154 -0.1446 -5.9012
H 4.4847 -1.6617 -5.6960
H 2.0303 -1.7736 -5.8045
H 3.7112 -3.1237 -3.8940
H 1.8885 -3.3129 -3.7571
C -3.5891 4.2240 1.0374
C -2.1635 4.6854 1.2034
C -1.6469 4.4193 2.5967
O -0.5986 3.5056 2.3022
C -0.3397 3.4189 0.9900
O 0.5405 2.8217 0.5486
O -1.1984 4.2090 0.3283
H -3.5332 3.1124 0.9404
H -4.0737 4.6556 0.1679
H -4.2730 4.5282 1.8728
H -2.1558 5.7329 1.0677
H -2.2838 3.9008 3.3933
H -1.2986 5.4382 3.0202
C -2.9438 -1.2737 -4.2273
C -2.5013 -2.4298 -3.2828
C -1.2640 -3.3046 -3.5601
O -0.5989 -3.2085 -2.4011
C -1.1236 -2.3999 -1.5478
O -0.6165 -2.0166 -0.5360
O -2.2926 -2.0016 -1.9095
H -3.8881 -0.7785 -3.8770
H -3.1643 -1.5818 -5.2389
H -2.1652 -0.4954 -4.1880
H -3.3721 -3.0214 -3.2369
H -0.5919 -2.6930 -4.2767
H -1.3486 -4.3151 -4.0228
C 0.5816 0.1473 4.7174
O 1.6443 1.0440 4.9260
C 2.2295 1.6498 3.7907
O 1.8735 1.2101 2.4912
O 3.0609 2.7186 3.9288
C 3.5501 3.3397 2.7530
H 0.6736 -0.6962 4.0718
H -0.3107 0.5956 4.5256
H 0.4764 -0.2941 5.7443
H 2.6438 3.5557 2.2075
H 4.2246 2.7694 2.1422
H 4.0668 4.1778 3.1222
C -3.9837 0.6639 -1.1334
O -3.4623 1.5620 -2.1172
C -2.1950 1.8609 -2.1238
O -1.2809 1.2809 -1.1405
O -1.7859 2.6262 -3.0871
C -0.3475 2.9631 -3.3129
H -5.0355 0.8624 -0.9350
H -3.3814 0.7691 -0.1910
H -3.8084 -0.2994 -1.5069
H 0.3137 2.7044 -2.5211
H -0.3080 4.0190 -3.4702
H 0.1675 2.5264 -4.1683

## Properties
HOMO: -12.1017 eV
2S+1: 1
Energy above the lowest of the compared OMol25 structures with the same formula, charge and spin: 0.0 kJ/mol
Net charge: +1


[2]
Below is a structure of composition C26H42N6PPdSi2Te2, with properties calculated with wB97M-V/def2-TZVPD.

Element x y z (Å)
Pd -0.9948 -1.6425 0.7509
C 0.5137 2.6954 3.9877
N -0.3279 1.8688 3.1138
C -1.5615 2.2436 2.6630
C -2.0145 1.2263 1.8751
N -1.0686 0.2409 1.8465
C -0.0428 0.6485 2.5900
P 1.3348 -0.4042 3.1505
C 0.3478 -1.8466 3.6357
N -0.5511 -2.4521 2.8724
C -1.0667 -3.4792 3.6081
C -0.4680 -3.4909 4.8359
N 0.4227 -2.4581 4.8439
C 1.2830 -2.0976 5.9760
C 1.9090 -1.0508 1.5472
N 1.1548 -1.6208 0.6109
C 1.9886 -2.2021 -0.2996
C 3.2791 -1.9874 0.0977
N 3.2176 -1.2722 1.2581
C 4.3851 -0.8424 2.0409
H -0.1197 3.1873 4.7202
H 1.0355 3.4494 3.4016
H 1.2320 2.0674 4.5062
H -2.0182 3.1770 2.9470
H -2.9626 1.1425 1.3703
H -1.8221 -4.1449 3.2264
H -0.6023 -4.1392 5.6852
H 1.0884 -2.7940 6.7854
H 1.0573 -1.0906 6.3184
H 2.3307 -2.1714 5.6951
H 1.6274 -2.7429 -1.1582
H 4.2139 -2.2941 -0.3410
H 5.2777 -1.2175 1.5500
H 4.3372 -1.2528 3.0460
H 4.4320 0.2432 2.0871
C -5.3928 -3.0183 -1.5607
Si -3.5915 -2.6397 -1.6076
C -2.7060 -3.3477 -3.0671
C -2.7425 -3.3021 -0.0484
C -3.4398 -0.7449 -1.5586
Te -1.4462 0.0054 -1.4268
C -0.9283 -0.3500 -3.4620
Si -1.0891 1.2296 -4.5272
C 0.2377 2.3849 -3.8721
C -0.7740 0.7156 -6.2671
C -2.7689 1.9664 -4.2627
H -5.5672 -4.0966 -1.5924
H -5.9045 -2.5819 -2.4215
H -5.8631 -2.6297 -0.6551
H -2.8599 -4.4297 -3.0983
H -1.6287 -3.1726 -3.0339
H -3.0966 -2.9505 -4.0073
H -3.0978 -4.3105 0.1772
H -2.9885 -2.7169 0.8571
H -1.6462 -3.4390 -0.2024
H -3.9789 -0.3423 -0.6973
H -3.8785 -0.2929 -2.4516
H -1.5867 -1.1444 -3.8077
H 0.0985 -0.7219 -3.4965
H 1.1742 1.8357 -3.7116
H -0.0931 2.8534 -2.9372
H 0.4528 3.1927 -4.5746
H 0.1961 0.2277 -6.3803
H -0.7898 1.5853 -6.9288
H -1.5458 0.0263 -6.6163
H -2.9981 2.1241 -3.2053
H -3.5528 1.3412 -4.6973
H -2.8336 2.9415 -4.7515
Te 1.6739 1.7207 -0.6679
C 2.9547 3.2403 -0.2838
C 3.4769 3.4203 1.0102
C 4.3886 4.4317 1.2192
C 4.7692 5.2593 0.1585
C 4.2488 5.0777 -1.1216
C 3.3335 4.0710 -1.3569
H 3.1728 2.7806 1.8310
H 4.8104 4.5862 2.2031
H 5.4761 6.0592 0.3369
H 4.5570 5.7251 -1.9312
H 2.9202 3.9339 -2.3490

## Properties
HOMO (spin up / spin down): -15.6910 / -16.3431 eV
2S+1: 5
Energy above the lowest of the compared OMol25 structures with the same formula, charge and spin: 218.5 kJ/mol
Net charge: +3


What did the second record say?
Below is a structure of composition C26H42N6PPdSi2Te2, with properties calculated with wB97M-V/def2-TZVPD.

Element x y z (Å)
Pd -0.9948 -1.6425 0.7509
C 0.5137 2.6954 3.9877
N -0.3279 1.8688 3.1138
C -1.5615 2.2436 2.6630
C -2.0145 1.2263 1.8751
N -1.0686 0.2409 1.8465
C -0.0428 0.6485 2.5900
P 1.3348 -0.4042 3.1505
C 0.3478 -1.8466 3.6357
N -0.5511 -2.4521 2.8724
C -1.0667 -3.4792 3.6081
C -0.4680 -3.4909 4.8359
N 0.4227 -2.4581 4.8439
C 1.2830 -2.0976 5.9760
C 1.9090 -1.0508 1.5472
N 1.1548 -1.6208 0.6109
C 1.9886 -2.2021 -0.2996
C 3.2791 -1.9874 0.0977
N 3.2176 -1.2722 1.2581
C 4.3851 -0.8424 2.0409
H -0.1197 3.1873 4.7202
H 1.0355 3.4494 3.4016
H 1.2320 2.0674 4.5062
H -2.0182 3.1770 2.9470
H -2.9626 1.1425 1.3703
H -1.8221 -4.1449 3.2264
H -0.6023 -4.1392 5.6852
H 1.0884 -2.7940 6.7854
H 1.0573 -1.0906 6.3184
H 2.3307 -2.1714 5.6951
H 1.6274 -2.7429 -1.1582
H 4.2139 -2.2941 -0.3410
H 5.2777 -1.2175 1.5500
H 4.3372 -1.2528 3.0460
H 4.4320 0.2432 2.0871
C -5.3928 -3.0183 -1.5607
Si -3.5915 -2.6397 -1.6076
C -2.7060 -3.3477 -3.0671
C -2.7425 -3.3021 -0.0484
C -3.4398 -0.7449 -1.5586
Te -1.4462 0.0054 -1.4268
C -0.9283 -0.3500 -3.4620
Si -1.0891 1.2296 -4.5272
C 0.2377 2.3849 -3.8721
C -0.7740 0.7156 -6.2671
C -2.7689 1.9664 -4.2627
H -5.5672 -4.0966 -1.5924
H -5.9045 -2.5819 -2.4215
H -5.8631 -2.6297 -0.6551
H -2.8599 -4.4297 -3.0983
H -1.6287 -3.1726 -3.0339
H -3.0966 -2.9505 -4.0073
H -3.0978 -4.3105 0.1772
H -2.9885 -2.7169 0.8571
H -1.6462 -3.4390 -0.2024
H -3.9789 -0.3423 -0.6973
H -3.8785 -0.2929 -2.4516
H -1.5867 -1.1444 -3.8077
H 0.0985 -0.7219 -3.4965
H 1.1742 1.8357 -3.7116
H -0.0931 2.8534 -2.9372
H 0.4528 3.1927 -4.5746
H 0.1961 0.2277 -6.3803
H -0.7898 1.5853 -6.9288
H -1.5458 0.0263 -6.6163
H -2.9981 2.1241 -3.2053
H -3.5528 1.3412 -4.6973
H -2.8336 2.9415 -4.7515
Te 1.6739 1.7207 -0.6679
C 2.9547 3.2403 -0.2838
C 3.4769 3.4203 1.0102
C 4.3886 4.4317 1.2192
C 4.7692 5.2593 0.1585
C 4.2488 5.0777 -1.1216
C 3.3335 4.0710 -1.3569
H 3.1728 2.7806 1.8310
H 4.8104 4.5862 2.2031
H 5.4761 6.0592 0.3369
H 4.5570 5.7251 -1.9312
H 2.9202 3.9339 -2.3490

## Properties
HOMO (spin up / spin down): -15.6910 / -16.3431 eV
2S+1: 5
Energy above the lowest of the compared OMol25 structures with the same formula, charge and spin: 218.5 kJ/mol
Net charge: +3


Copy entry 2 word for word.
Below is a structure of composition C26H42N6PPdSi2Te2, with properties calculated with wB97M-V/def2-TZVPD.

Element x y z (Å)
Pd -0.9948 -1.6425 0.7509
C 0.5137 2.6954 3.9877
N -0.3279 1.8688 3.1138
C -1.5615 2.2436 2.6630
C -2.0145 1.2263 1.8751
N -1.0686 0.2409 1.8465
C -0.0428 0.6485 2.5900
P 1.3348 -0.4042 3.1505
C 0.3478 -1.8466 3.6357
N -0.5511 -2.4521 2.8724
C -1.0667 -3.4792 3.6081
C -0.4680 -3.4909 4.8359
N 0.4227 -2.4581 4.8439
C 1.2830 -2.0976 5.9760
C 1.9090 -1.0508 1.5472
N 1.1548 -1.6208 0.6109
C 1.9886 -2.2021 -0.2996
C 3.2791 -1.9874 0.0977
N 3.2176 -1.2722 1.2581
C 4.3851 -0.8424 2.0409
H -0.1197 3.1873 4.7202
H 1.0355 3.4494 3.4016
H 1.2320 2.0674 4.5062
H -2.0182 3.1770 2.9470
H -2.9626 1.1425 1.3703
H -1.8221 -4.1449 3.2264
H -0.6023 -4.1392 5.6852
H 1.0884 -2.7940 6.7854
H 1.0573 -1.0906 6.3184
H 2.3307 -2.1714 5.6951
H 1.6274 -2.7429 -1.1582
H 4.2139 -2.2941 -0.3410
H 5.2777 -1.2175 1.5500
H 4.3372 -1.2528 3.0460
H 4.4320 0.2432 2.0871
C -5.3928 -3.0183 -1.5607
Si -3.5915 -2.6397 -1.6076
C -2.7060 -3.3477 -3.0671
C -2.7425 -3.3021 -0.0484
C -3.4398 -0.7449 -1.5586
Te -1.4462 0.0054 -1.4268
C -0.9283 -0.3500 -3.4620
Si -1.0891 1.2296 -4.5272
C 0.2377 2.3849 -3.8721
C -0.7740 0.7156 -6.2671
C -2.7689 1.9664 -4.2627
H -5.5672 -4.0966 -1.5924
H -5.9045 -2.5819 -2.4215
H -5.8631 -2.6297 -0.6551
H -2.8599 -4.4297 -3.0983
H -1.6287 -3.1726 -3.0339
H -3.0966 -2.9505 -4.0073
H -3.0978 -4.3105 0.1772
H -2.9885 -2.7169 0.8571
H -1.6462 -3.4390 -0.2024
H -3.9789 -0.3423 -0.6973
H -3.8785 -0.2929 -2.4516
H -1.5867 -1.1444 -3.8077
H 0.0985 -0.7219 -3.4965
H 1.1742 1.8357 -3.7116
H -0.0931 2.8534 -2.9372
H 0.4528 3.1927 -4.5746
H 0.1961 0.2277 -6.3803
H -0.7898 1.5853 -6.9288
H -1.5458 0.0263 -6.6163
H -2.9981 2.1241 -3.2053
H -3.5528 1.3412 -4.6973
H -2.8336 2.9415 -4.7515
Te 1.6739 1.7207 -0.6679
C 2.9547 3.2403 -0.2838
C 3.4769 3.4203 1.0102
C 4.3886 4.4317 1.2192
C 4.7692 5.2593 0.1585
C 4.2488 5.0777 -1.1216
C 3.3335 4.0710 -1.3569
H 3.1728 2.7806 1.8310
H 4.8104 4.5862 2.2031
H 5.4761 6.0592 0.3369
H 4.5570 5.7251 -1.9312
H 2.9202 3.9339 -2.3490

## Properties
HOMO (spin up / spin down): -15.6910 / -16.3431 eV
2S+1: 5
Energy above the lowest of the compared OMol25 structures with the same formula, charge and spin: 218.5 kJ/mol
Net charge: +3